1.
This record from OMol25 describes C42H52Cl2FeN5P3 as an isolated structure at a distorted geometry. The level of theory is ωB97M-V with the def2-TZVPD basis set.

Geometry as XYZ:
```
105
Properties=species:S:1:pos:R:3:lowdin_charge:R:1
Fe -0.341 -1.126 1.723 0.25
Cl 0.149 -0.745 3.881 0.56
C -0.158 1.044 4.766 -0.76
Cl -1.046 0.973 6.223 0.71
H -0.694 1.654 4.062 0.01
H 0.897 1.369 4.952 0.07
N -0.279 0.885 1.068 0.01
C -1.371 1.799 0.783 -0.30
C -2.480 1.949 1.591 -0.02
C -3.478 2.945 1.380 -0.02
C -3.315 3.829 0.345 -0.05
C -2.148 3.797 -0.435 -0.02
C -1.282 2.657 -0.308 -0.32
P -0.236 2.283 -1.705 1.22
C -1.477 1.878 -2.945 -0.33
C -2.876 1.595 -2.693 -0.05
C -3.795 1.403 -3.738 -0.03
C -3.271 1.332 -5.031 -0.02
C -1.902 1.409 -5.289 -0.03
C -1.020 1.637 -4.250 -0.09
C 0.606 3.776 -2.203 -0.37
C 1.799 4.177 -1.621 -0.08
C 2.426 5.387 -1.951 -0.05
C 1.974 6.198 -2.974 0.01
C 0.830 5.707 -3.668 -0.02
C 0.117 4.590 -3.229 -0.08
H 0.152 0.725 0.172 0.03
H 0.504 1.218 1.609 0.11
H -2.571 1.364 2.470 0.09
H -4.271 3.073 2.118 0.13
H -3.986 4.699 0.206 0.14
H -1.940 4.433 -1.346 0.14
H -3.342 1.578 -1.693 0.10
H -4.868 1.304 -3.510 0.13
H -3.913 1.136 -5.903 0.14
H -1.491 1.247 -6.314 0.14
H 0.008 1.771 -4.367 0.09
H 2.240 3.377 -1.026 0.11
H 3.259 5.634 -1.292 0.12
H 2.633 7.002 -3.329 0.14
H 0.527 6.119 -4.613 0.12
H -0.780 4.349 -3.756 0.10
C 2.244 -1.522 -0.402 -0.21
P 1.074 -2.439 0.665 0.92
C 0.232 -3.380 -0.696 -0.39
N 1.019 -3.854 -1.687 0.15
C 0.307 -4.408 -2.724 -0.18
C 1.037 -4.951 -3.810 0.01
C 0.397 -5.247 -5.031 -0.01
C -1.022 -5.137 -5.146 -0.05
C -1.760 -4.616 -4.119 0.00
C -1.144 -4.250 -2.851 -0.16
N -1.890 -3.580 -1.901 0.14
C -1.181 -3.264 -0.714 -0.37
P -1.921 -2.154 0.485 0.95
C -3.265 -1.426 -0.678 -0.17
C -2.895 -3.177 1.648 -0.69
C -3.576 -2.310 2.741 -0.07
C -3.929 -3.877 0.789 -0.10
C -1.954 -4.157 2.425 -0.07
C 2.054 -3.650 1.708 -0.72
C 3.245 -4.249 0.962 -0.08
C 1.115 -4.800 2.074 -0.09
C 2.563 -2.947 2.994 -0.10
H 2.911 -1.012 0.286 0.05
H 1.646 -0.903 -1.070 0.04
H 2.813 -2.261 -0.974 0.05
H 2.012 -5.362 -3.647 0.12
H 0.980 -5.511 -5.917 0.12
H -1.490 -5.501 -6.098 0.14
H -2.820 -4.389 -4.275 0.12
H -3.637 -0.476 -0.274 0.03
H -4.123 -2.068 -0.787 0.04
H -2.719 -1.270 -1.626 0.04
H -3.744 -1.237 2.424 0.08
H -2.981 -2.187 3.618 0.06
H -4.535 -2.710 3.015 0.09
H -4.818 -3.285 0.609 0.08
H -4.315 -4.703 1.398 0.11
H -3.508 -4.278 -0.164 0.09
H -1.313 -3.588 3.050 0.03
H -1.327 -4.702 1.771 0.04
H -2.551 -4.844 3.073 0.13
H 2.912 -4.901 0.178 0.07
H 3.761 -4.937 1.710 0.12
H 4.033 -3.530 0.661 0.10
H 0.826 -5.293 1.118 0.10
H 0.238 -4.331 2.546 0.02
H 1.571 -5.480 2.854 0.13
H 3.200 -2.005 2.727 0.11
H 3.235 -3.740 3.403 0.10
H 1.765 -2.618 3.716 0.02
N 5.656 6.552 4.232 0.12
C 5.016 5.536 3.582 -0.31
C 5.192 4.205 3.978 -0.02
C 4.542 3.207 3.283 -0.17
N 3.677 3.459 2.273 -0.01
C 3.594 4.763 1.808 -0.16
C 4.171 5.790 2.479 -0.03
H 6.454 6.313 4.821 0.12
H 5.577 7.534 3.913 0.13
H 5.854 3.934 4.769 0.11
H 4.612 2.180 3.585 0.09
H 2.904 4.825 1.035 0.05
H 4.192 6.791 2.026 0.12
```

Its spin multiplicity is 6. For the HOMO-LUMO gap (spin up / spin down), the calculation gives 5.651 / 2.654 eV. The calculation puts the maximum force at 4.28 eV Å⁻¹. The lowest unoccupied orbital energy (spin up / spin down) comes out at -8.1 / -11.0 eV. As for the expectation value of S²: 8.7853. The total charge is +3. For the calculated total energy, the calculation gives -5112.52264 Ha.

---

2.
This record from OMol25 describes one molecule with the formula C12H12N2O3S at a distorted geometry. The level of theory is ωB97M-V with the def2-TZVPD basis set.

Geometry as XYZ:
```
30
Properties=species:S:1:pos:R:3:nbo_charge:R:1
C 4.977 1.621 -0.417 -0.25
H 5.770 2.181 0.077 0.20
O 4.123 1.184 0.610 -0.51
C 3.038 0.426 0.272 0.33
C 2.235 0.000 1.330 -0.24
C 1.113 -0.769 1.108 -0.27
C 0.750 -1.141 -0.188 0.14
C 1.555 -0.707 -1.240 -0.23
C 2.684 0.061 -1.021 -0.30
H 3.274 0.369 -1.870 0.22
H 1.294 -0.982 -2.252 0.21
N -0.325 -1.977 -0.466 -0.59
H -0.558 -2.001 -1.450 0.38
C -1.474 -2.098 0.395 -0.25
C -2.403 -0.921 0.311 -0.17
C -2.063 0.410 0.328 -0.28
C -3.166 1.261 0.200 -0.16
C -4.339 0.557 0.080 -0.17
N -5.643 1.054 -0.062 0.51
O -5.784 2.262 -0.089 -0.38
O -6.541 0.237 -0.148 -0.39
S -4.102 -1.156 0.121 0.51
H -3.126 2.335 0.196 0.25
H -1.049 0.754 0.431 0.25
H -1.130 -2.225 1.426 0.22
H -2.017 -3.005 0.116 0.22
H 0.521 -1.076 1.955 0.21
H 2.512 0.289 2.331 0.22
H 4.457 2.279 -1.122 0.17
H 5.415 0.779 -0.962 0.17
```

Its SMILES is COc1ccc(NCc2ccc([N+](=O)[O-])s2)cc1. For the HOMO-LUMO gap, the calculation gives 7.047 eV. The calculation puts the maximum force at 1.63 eV Å⁻¹. The lowest unoccupied orbital energy comes out at -0.7 eV. For the calculated total energy, the calculation gives -1197.77464 Ha.

---

3.
This record from OMol25 describes one molecule with the formula C6H6S2 at a distorted geometry. The level of theory is ωB97M-V with the def2-TZVPD basis set.

Geometry as XYZ:
```
14
Properties=species:S:1:pos:R:3:nbo_charge:R:1
C -0.295 1.546 0.379 -0.24
C 0.156 0.145 -0.074 -0.27
C -1.173 -0.615 0.438 -0.43
C -0.110 -0.176 -1.501 -0.47
C 1.495 -0.276 0.505 -0.04
C 2.332 -1.077 0.936 -0.21
H 0.159 1.950 1.358 0.23
H -1.872 0.440 0.517 0.24
H -1.305 -1.170 1.371 0.23
H 0.762 -0.669 -1.920 0.24
H -0.551 0.725 -1.941 0.25
H 3.117 -1.609 1.671 0.28
S -1.358 2.385 -0.474 0.08
S -1.357 -1.601 -1.267 0.11
```

Its SMILES is C#CC1(C=S)CSC1. For the HOMO-LUMO gap, the calculation gives 8.021 eV. The calculation puts the maximum force at 4.42 eV Å⁻¹. The lowest unoccupied orbital energy comes out at -0.7 eV. For the calculated total energy, the calculation gives -1028.39357 Ha.

---

4.
This record from OMol25 describes C3H3LiO3Tm as an isolated structure at a distorted geometry. The level of theory is ωB97M-V with the def2-TZVPD basis set.

Geometry as XYZ:
```
11
Properties=species:S:1:pos:R:3:nbo_charge:R:1
H 1.380 0.570 -1.960 0.34
C 0.824 0.655 -0.580 0.00
C -0.631 0.955 -0.475 -0.21
O -1.160 -0.202 0.208 -0.36
C -0.189 -0.988 0.516 1.05
O 0.997 -0.511 0.072 -0.41
O -0.250 -2.017 1.158 -0.86
Tm -1.490 -3.647 2.422 2.86
H -1.097 1.032 -1.470 0.31
H -0.897 1.854 0.100 0.29
Li 2.511 2.299 0.008 0.99
```

Its spin multiplicity is 4. For the HOMO-LUMO gap (spin up / spin down), the calculation gives 3.564 / 3.455 eV. The calculation puts the maximum force at 6.16 eV Å⁻¹. The lowest unoccupied orbital energy (spin up / spin down) comes out at -20.0 / -23.2 eV. As for the expectation value of S²: 3.7549. The total charge is +4. For the calculated total energy, the calculation gives -1432.56654 Ha.

---

5.
This record from OMol25 describes one molecule with the formula C6H7N. The level of theory is ωB97M-V with the def2-TZVPD basis set.

Geometry as XYZ:
```
14
Properties=species:S:1:pos:R:3:nbo_charge:R:1
C 2.006 0.100 -0.239 -0.63
C 0.553 -0.061 0.127 0.06
C -0.504 -0.317 -0.897 -0.09
C -1.663 0.340 0.357 -0.11
C -1.577 -0.963 -0.211 -0.14
N 0.150 -0.780 1.284 -0.50
C -0.425 0.524 1.160 -0.12
H 2.171 0.591 -1.206 0.21
H 2.403 -0.920 -0.306 0.23
H 2.581 0.623 0.529 0.23
H -0.480 -0.097 -1.967 0.22
H -2.518 1.010 0.249 0.23
H -2.413 -1.396 -0.758 0.21
H -0.284 1.347 1.863 0.20
```

For the HOMO-LUMO gap (spin up / spin down), the calculation gives 7.285 / 7.178 eV. The calculation puts the maximum force at 0.46 eV Å⁻¹. The lowest unoccupied orbital energy (spin up / spin down) comes out at 0.0 / 0.0 eV. For the calculated total energy, the calculation gives -287.32218 Ha.

---

6.
This record from OMol25 describes a 2-piece molecular cluster, C4H12N2 overall at a distorted geometry. The level of theory is ωB97M-V with the def2-TZVPD basis set.

Geometry as XYZ:
```
18
Properties=species:S:1:pos:R:3:nbo_charge:R:1
C -0.393 0.357 0.440 0.05
C 0.665 0.920 -0.280 -0.59
C 0.623 -0.123 -1.409 -0.06
C 0.345 -1.421 -1.083 -0.01
N -0.942 -2.251 -1.604 -0.70
N 0.189 1.863 2.423 -0.98
H -1.510 0.565 0.316 0.27
H -0.177 -0.366 1.295 0.27
H 0.537 1.944 -0.567 0.31
H 1.777 0.794 0.098 0.30
H 0.831 0.345 -2.337 0.28
H 0.872 -1.873 -0.325 0.24
H -1.657 -1.524 -1.842 0.47
H -0.697 -2.889 -2.320 0.47
H -1.328 -2.717 -0.770 0.47
H 1.198 2.147 2.385 0.40
H -0.392 2.599 2.166 0.39
H 0.060 1.626 3.413 0.42
```

For the HOMO-LUMO gap, the calculation gives 8.519 eV. The calculation puts the maximum force at 5.95 eV Å⁻¹. The lowest unoccupied orbital energy comes out at -9.9 eV. The total charge is +2. For the calculated total energy, the calculation gives -268.27229 Ha.

---

We obtain relative energy (zero: lowest compared OMol25 entry of this formula, charge and spin) values of 40.1; 109.4; 101.7; 21.1; 166.3; 130.8 kcal/mol for the records listed above, in that order.